[1]
115
Properties=species:S:1:pos:R:3 method="wB97M-V/def2-TZVPD" e_above_lowest_kcal_mol=17.7 max_force_ha_per_bohr=0.04197 gap_ev="7.68 / 7.63" charge=+1 s_squared=6.02 homo_energy_ev="-9.52 / -9.53" total_energy_ev=-381382.844 spin_multiplicity=5
Cr 0.067 1.851 -0.024
C 4.535 3.528 3.265
Se 3.296 2.044 2.907
C 1.910 2.673 4.135
C 1.022 3.743 3.532
Se -0.266 3.378 2.059
C -1.610 2.434 3.114
H 4.826 3.520 4.312
H 4.058 4.474 3.014
H 5.413 3.394 2.638
H 2.445 3.097 4.985
H 1.359 1.798 4.465
H 1.647 4.540 3.130
H 0.375 4.172 4.299
H -1.983 3.100 3.888
H -1.185 1.538 3.561
H -2.419 2.168 2.437
Se -2.333 -1.855 5.024
P -1.654 -2.698 3.234
C -0.447 -4.036 3.436
C -0.917 -5.271 3.878
C -0.026 -6.306 4.106
C 1.333 -6.105 3.905
C 1.806 -4.864 3.505
C 0.919 -3.823 3.272
C -3.002 -3.392 2.224
C -2.855 -4.539 1.448
C -3.951 -5.064 0.779
C -5.189 -4.449 0.884
C -5.342 -3.310 1.664
C -4.252 -2.784 2.334
C -0.786 -1.445 2.247
C -0.810 -0.851 0.979
N 0.007 0.249 1.059
N 0.490 0.288 2.283
N 0.038 -0.693 2.999
P -1.435 -1.227 -0.642
Se -0.784 0.327 -1.988
C -3.240 -1.170 -0.647
C -4.022 -2.079 -1.343
C -5.387 -1.852 -1.458
C -5.961 -0.737 -0.872
C -5.176 0.168 -0.166
C -3.814 -0.040 -0.063
C -0.829 -2.849 -1.152
C -1.021 -3.248 -2.475
C -0.559 -4.486 -2.890
C 0.108 -5.315 -1.995
C 0.331 -4.900 -0.691
C -0.133 -3.664 -0.267
H -1.980 -5.411 4.040
H -0.388 -7.265 4.452
H 2.028 -6.918 4.071
H 2.869 -4.699 3.386
H 1.285 -2.848 2.977
H -1.898 -5.037 1.393
H -3.838 -5.968 0.195
H -6.043 -4.863 0.363
H -6.312 -2.843 1.765
H -4.362 -1.926 2.985
H -3.572 -2.959 -1.783
H -6.004 -2.548 -2.012
H -7.025 -0.565 -0.963
H -5.629 1.038 0.292
H -3.185 0.674 0.458
H -1.515 -2.580 -3.170
H -0.715 -4.811 -3.909
H 0.458 -6.286 -2.319
H 0.861 -5.541 0.003
H 0.054 -3.341 0.747
C -1.892 5.739 -0.108
N -1.509 5.521 -1.491
C -1.884 6.498 -2.502
C -2.156 5.771 -3.806
C -0.896 5.036 -4.212
N -0.313 4.320 -3.082
C 0.637 3.282 -3.435
C -0.729 4.462 -1.802
O -0.389 3.658 -0.898
H -2.697 6.469 -0.081
H -1.059 6.114 0.489
H -2.237 4.811 0.342
H -1.091 7.242 -2.639
H -2.777 7.016 -2.157
H -2.447 6.472 -4.586
H -2.973 5.063 -3.657
H -0.156 5.737 -4.613
H -1.116 4.304 -4.993
H 0.132 2.395 -3.828
H 1.221 3.005 -2.563
H 1.310 3.671 -4.200
O 2.118 1.910 -0.973
S 3.548 1.579 -0.647
C 3.618 -0.220 -0.662
C 4.571 -0.859 0.116
C 4.620 -2.245 0.118
C 3.719 -2.973 -0.647
C 2.756 -2.321 -1.407
C 2.703 -0.936 -1.415
C 4.425 1.886 -2.193
C 3.817 1.690 -3.422
C 4.503 2.038 -4.574
C 5.785 2.569 -4.492
C 6.385 2.760 -3.256
C 5.699 2.424 -2.099
H 5.261 -0.278 0.717
H 5.358 -2.759 0.720
H 3.765 -4.054 -0.651
H 2.047 -2.891 -1.995
H 1.949 -0.416 -1.990
H 2.817 1.277 -3.475
H 4.032 1.899 -5.538
H 6.313 2.839 -5.396
H 7.378 3.184 -3.191
H 6.146 2.579 -1.124

---

[2]
114
Properties=species:S:1:pos:R:3 method="wB97M-V/def2-TZVPD" e_above_lowest_kcal_mol=0.0 max_force_ha_per_bohr=0.00924 gap_ev=8.58 charge=0 homo_energy_ev=-8.52 total_energy_ev=-93314.154 spin_multiplicity=1
Y 0.353 0.107 0.514
C 0.265 1.282 2.898
C -1.092 0.945 2.633
C -1.493 1.738 1.491
C -0.354 2.505 1.112
C 0.729 2.231 1.976
C 2.092 2.901 2.036
C 2.021 4.038 3.064
C 2.466 3.480 0.677
C 3.178 1.904 2.455
C -2.835 2.001 0.787
C -3.540 3.149 1.527
C -3.793 0.811 0.672
C -2.583 2.462 -0.659
C -1.860 -0.019 3.537
C -0.969 -0.496 4.693
C -2.274 -1.289 2.775
C -3.068 0.677 4.174
H 0.862 0.851 3.684
H -0.325 3.211 0.296
H 1.265 4.771 2.778
H 2.986 4.546 3.139
H 1.760 3.649 4.049
H 1.718 4.185 0.310
H 2.579 2.682 -0.064
H 3.422 4.005 0.736
H 2.988 1.480 3.441
H 4.149 2.402 2.489
H 3.257 1.069 1.753
H -3.752 2.884 2.563
H -4.485 3.394 1.036
H -2.912 4.042 1.532
H -4.124 0.429 1.632
H -3.344 -0.006 0.104
H -4.686 1.135 0.133
H -2.038 3.403 -0.718
H -3.538 2.607 -1.168
H -2.023 1.703 -1.215
H -0.070 -0.998 4.332
H -1.527 -1.213 5.299
H -0.671 0.330 5.342
H -1.386 -1.896 2.577
H -2.762 -1.079 1.828
H -2.952 -1.896 3.380
H -2.748 1.586 4.687
H -3.529 0.016 4.911
H -3.833 0.951 3.453
C -0.727 -1.573 -5.413
C 0.643 -1.366 -5.409
C 1.225 -0.526 -4.467
C 0.437 0.117 -3.519
C -0.943 -0.110 -3.521
C -1.520 -0.939 -4.468
P 1.148 1.162 -2.201
C 2.944 0.899 -2.298
C 3.535 0.080 -1.337
C 4.902 -0.159 -1.351
C 5.690 0.422 -2.331
C 5.113 1.236 -3.298
C 3.748 1.477 -3.281
C 0.870 2.873 -2.791
C -0.366 3.224 -3.333
C -0.635 4.536 -3.691
C 0.327 5.519 -3.517
C 1.564 5.179 -2.990
C 1.833 3.867 -2.628
H -1.176 -2.248 -6.129
H 1.270 -1.867 -6.135
H 2.298 -0.395 -4.465
H -1.573 0.335 -2.760
H -2.587 -1.113 -4.452
H 2.941 -0.421 -0.579
H 5.340 -0.796 -0.594
H 6.758 0.244 -2.342
H 5.727 1.687 -4.066
H 3.305 2.118 -4.034
H -1.130 2.474 -3.490
H -1.601 4.787 -4.111
H 0.117 6.542 -3.799
H 2.328 5.934 -2.860
H 2.808 3.623 -2.228
O 5.092 -3.974 2.360
S 3.997 -3.552 3.185
O 4.158 -3.567 4.609
N 3.446 -2.081 2.694
C 2.247 -2.167 2.203
O 1.632 -1.175 1.683
C 1.638 -3.537 2.211
C 0.384 -3.946 1.801
C 0.048 -5.287 1.933
C 0.957 -6.199 2.461
C 2.218 -5.786 2.879
C 2.525 -4.449 2.745
H -0.321 -3.227 1.406
H -0.933 -5.634 1.629
H 0.679 -7.241 2.547
H 2.929 -6.487 3.295
F -4.835 -3.617 1.011
C -4.293 -3.603 -0.209
C -2.985 -3.410 -0.378
N -2.397 -3.387 -1.629
C -0.965 -3.174 -1.749
C -0.479 -1.908 -1.072
O 0.751 -1.680 -1.047
O -1.308 -1.134 -0.492
C -3.133 -3.635 -2.771
O -2.651 -3.699 -3.883
N -4.488 -3.794 -2.552
C -5.186 -3.805 -1.344
O -6.379 -3.975 -1.296
H -2.336 -3.245 0.467
H -0.709 -3.138 -2.807
H -0.410 -4.004 -1.303
H -5.035 -3.974 -3.382

---

Among the records above, which one has the highest charge? C48H52CrN5O2P2SSe4